1.
This record from the OMol25 dataset describes a cluster of 7 separate species, C5H27N2O7 in total at a distorted geometry. The level of theory is ωB97M-V with the def2-TZVPD basis set.

Results
Spin multiplicity = 1
Total charge = +1
HOMO-LUMO gap = 9.7112 eV
Relative energy (zero: lowest compared OMol25 entry of this formula, charge and spin) = 56.0 kcal/mol
E = -22929.6746 eV
E_LUMO = -2.480 eV
HOMO level = -12.191 eV

Element x y z (Å)
1 C -0.38317 -2.40111 1.11972
2 O -0.60595 -2.30524 2.46498
3 C 0.26343 -1.12135 0.43972
4 C -0.38655 -0.87815 -0.91285
5 C 0.19086 0.37918 -1.52867
6 C 0.57995 1.35042 -3.72300
7 N -0.28061 0.50552 -2.89977
8 N 0.09375 0.01137 1.42746
9 H 0.32454 -3.18605 0.87219
10 H -1.29622 -2.61432 0.58794
11 H -1.36015 -1.71251 2.63837
12 H 1.33480 -1.30115 0.43125
13 H -0.02907 -1.74967 -1.47162
14 H -1.46464 -0.95579 -0.75769
15 H -0.13542 1.31243 -1.06739
16 H 1.28157 0.34163 -1.50798
17 H 1.03093 2.13614 -3.13195
18 H -0.00003 1.79470 -4.53072
19 H 1.49062 0.83237 -4.05994
20 H -0.51605 -0.31675 -3.39247
21 H -0.22907 -0.40064 2.29277
22 H 0.98176 0.51157 1.63451
23 H -0.62302 0.63840 1.06436
24 H -2.05008 1.32935 -2.48161
25 H -3.07184 2.59775 -2.46508
26 O -2.72094 1.83244 -1.98606
27 H 1.87730 0.45608 4.80560
28 H 1.93503 -0.96283 4.43711
29 O 1.66792 -0.13046 4.08480
30 H -4.08631 1.24370 -0.38430
31 H -2.83114 0.78942 -0.94903
32 O -3.43466 0.55259 -0.22722
33 H 3.37660 0.94288 1.47143
34 H 2.66738 -0.17047 2.53518
35 O 2.83860 0.14719 1.63148
36 H -3.13765 -0.68770 3.02905
37 H -3.15607 -0.27740 1.48953
38 O -2.57444 -0.44361 2.26911
39 H 3.59401 0.14030 -0.76803
40 H 4.89156 0.82978 -1.28128
41 O 3.95248 0.93999 -1.19991

Löwdin atomic charge list, values in e, 4 entries: -0.214, -0.047, -0.247, -0.125

2.
This record from the OMol25 dataset describes a structure of composition C14H17BF6HfN6O at a distorted geometry. The level of theory is ωB97M-V with the def2-TZVPD basis set.

Results
Spin multiplicity = 1
Total charge = +2
HOMO-LUMO gap = 8.0874 eV
Relative energy (zero: lowest compared OMol25 entry of this formula, charge and spin) = 0.0 kcal/mol
E = -44058.8039 eV
E_LUMO = -7.945 eV
HOMO level = -16.032 eV

Element x y z (Å)
1 H -0.34712 2.91008 1.00646
2 N -0.05056 1.51987 -0.60382
3 B 0.65695 0.57629 -2.90154
4 N 0.49949 1.70812 -1.87459
5 C 0.76519 3.00032 -2.09413
6 Hf -0.53070 -0.55609 0.08527
7 H 1.18929 3.30979 -3.04110
8 C 0.41149 3.69947 -0.94350
9 H 0.48945 4.75665 -0.82320
10 C -0.05152 2.75561 -0.01983
11 H 1.13420 0.97410 -3.94497
12 C -1.92250 -2.67654 1.50314
13 H -2.32903 -2.84900 2.51688
14 H -0.93968 -3.17044 1.42540
15 H -2.61149 -3.09682 0.75946
16 N -0.75101 -0.01984 -3.00128
17 N 1.51774 -0.52410 -2.26224
18 N -1.42602 -0.52731 -1.91300
19 N 1.18786 -1.11125 -1.04158
20 C -1.50057 -0.09898 -4.09178
21 C 2.60826 -1.09420 -2.76530
22 H -1.06440 0.26600 -5.01509
23 H 2.97770 -0.75426 -3.72562
24 C -2.71333 -0.68059 -3.73831
25 C 3.04943 -2.05938 -1.86072
26 C -2.64503 -0.94174 -2.36415
27 C 2.18708 -2.00599 -0.76256
28 H -3.52086 -0.87885 -4.40640
29 H 3.88176 -2.70468 -2.01570
30 H -3.34773 -1.38083 -1.67020
31 H 2.23441 -2.50037 0.20181
32 H -1.85901 -1.54228 1.35970
33 C 1.29117 1.25341 2.95388
34 C 0.22887 0.19150 3.04140
35 O 0.15322 -0.65339 1.91450
36 C 0.53577 -0.72941 4.26125
37 F 0.53955 -0.03334 5.43951
38 F -0.34192 -1.75483 4.35788
39 F 1.76517 -1.29104 4.09763
40 C -1.14375 0.87459 3.27594
41 F -1.07846 2.01689 4.00109
42 F -1.67580 1.22824 2.03256
43 F -2.08041 0.08349 3.83925
44 H 2.27231 0.76816 2.91936
45 H 1.20780 1.88868 3.84197
46 H 1.14667 1.85428 2.04627

Löwdin atomic charge list, values in e, 4 entries: 0.110, -0.077, -0.498, -0.015

3.
This record from the OMol25 dataset describes a cluster of 2 separate species, CH2N2O2 in total at a distorted geometry. The level of theory is ωB97M-V with the def2-TZVPD basis set.

Results
Spin multiplicity = 1
HOMO-LUMO gap = 9.3907 eV
Relative energy (zero: lowest compared OMol25 entry of this formula, charge and spin) = 90.1 kcal/mol
E = -8141.4634 eV
E_LUMO = -0.276 eV
SMILES = N=C=O.N=O
HOMO level = -9.667 eV

Element x y z (Å)
1 N 1.11269 -1.18821 -0.04332
2 C 1.47805 -0.04708 -0.04791
3 O 1.78727 0.98971 0.33275
4 H 1.35570 -1.81918 -0.80145
5 N -1.89609 1.15075 0.06454
6 O -1.39023 0.18334 -0.43873
7 H -2.44740 0.73066 0.93412

Löwdin atomic charge list, values in e, 4 entries: 0.175, -0.457, 0.172, 0.091

4.
This record from the OMol25 dataset describes a cluster of 7 separate species, C42H105N7 in total at a distorted geometry. The level of theory is ωB97M-V with the def2-TZVPD basis set.

Results
Spin multiplicity = 2
Total charge = +1
Expectation value of S² = 0.754
HOMO-LUMO gap (spin up / spin down) = 7.0957 / 2.6758 eV
Relative energy (zero: lowest compared OMol25 entry of this formula, charge and spin) = 35.4 kcal/mol
E = -55673.2780 eV
E_LUMO (spin up / spin down) = -2.369 / -6.789 eV
HOMO level (spin up / spin down) = -9.465 / -9.465 eV

Element x y z (Å)
1 C -5.40037 -0.28250 3.53741
2 C -5.61609 1.20746 3.58123
3 N -4.35630 2.03517 3.89239
4 C -4.55795 3.49096 3.93042
5 C -5.06227 4.02140 2.62404
6 C -3.50073 1.50616 4.92237
7 C -4.01890 1.54147 6.39225
8 H -6.34966 -0.80152 3.40489
9 H -5.08344 -0.80751 4.43853
10 H -4.70216 -0.67554 2.79842
11 H -5.82531 1.56368 2.57255
12 H -6.54709 1.48542 4.07526
13 H -5.32014 3.77962 4.65419
14 H -3.64566 4.01133 4.22203
15 H -6.06092 3.64042 2.41039
16 H -4.99681 5.07448 2.35047
17 H -4.39099 3.55165 1.90515
18 H -2.59028 2.10384 4.87808
19 H -3.06102 0.53680 4.68766
20 H -3.20136 1.28245 7.06504
21 H -4.84880 0.85070 6.54128
22 H -4.41770 2.51220 6.68677
23 C 3.09075 3.49430 3.22430
24 C 3.36911 2.61027 4.39884
25 N 2.43818 2.97337 5.47576
26 C 2.98581 2.81790 6.82356
27 C 3.63051 4.18423 7.08983
28 C 0.99866 2.52486 5.31750
29 C 0.77244 0.96371 5.43514
30 H 2.93417 4.55950 3.39445
31 H 2.36859 3.00330 2.57201
32 H 4.01034 3.48177 2.63922
33 H 3.27097 1.54775 4.17627
34 H 4.41084 2.64520 4.71768
35 H 2.21869 2.65812 7.58124
36 H 3.71650 2.01044 6.87060
37 H 2.94388 5.00421 6.87944
38 H 4.07837 4.19469 8.08352
39 H 4.44653 4.37470 6.39273
40 H 0.42922 2.91755 4.47511
41 H 0.45827 2.87864 6.19551
42 H -0.29378 0.93893 5.66019
43 H 1.25191 0.47371 6.28256
44 H 1.06013 0.39003 4.55411
45 C 2.50802 -2.75324 -1.88683
46 C 3.85284 -2.31626 -1.20454
47 N 4.11447 -3.24404 -0.12851
48 C 4.35119 -4.66272 -0.47077
49 C 5.69193 -4.95301 -1.32418
50 C 5.06263 -2.73221 0.84032
51 C 5.02120 -1.22335 1.39284
52 H 2.76790 -3.28907 -2.79977
53 H 1.91938 -1.87330 -2.14628
54 H 1.91273 -3.40605 -1.24842
55 H 4.69638 -2.24949 -1.89163
56 H 3.83648 -1.33514 -0.72995
57 H 4.28212 -5.33346 0.38564
58 H 3.44345 -4.99341 -0.97548
59 H 5.67421 -5.90255 -1.85910
60 H 6.09855 -4.18119 -1.97769
61 H 6.50118 -5.12319 -0.61407
62 H 6.08894 -2.97323 0.56336
63 H 4.83338 -3.42358 1.65121
64 H 5.41204 -1.05092 2.39565
65 H 3.99697 -0.85179 1.36140
66 H 5.47944 -0.54080 0.67713
67 C 1.24817 1.14345 -6.12394
68 C 1.91117 0.03795 -5.29738
69 N 2.93004 -0.49458 -6.12091
70 C 2.57893 -0.90362 -7.51198
71 C 1.44873 -1.99753 -7.56348
72 C 3.72301 -1.57786 -5.48259
73 C 4.65479 -1.04399 -4.38288
74 H 0.39258 0.74758 -6.67107
75 H 1.99128 1.65799 -6.73314
76 H 0.87598 1.94497 -5.48585
77 H 2.32098 0.50062 -4.39956
78 H 1.10495 -0.61283 -4.95888
79 H 3.35475 -1.32847 -8.14894
80 H 2.33759 0.03355 -8.01353
81 H 1.70955 -3.01136 -7.25979
82 H 1.27526 -2.26810 -8.60501
83 H 0.63127 -1.69464 -6.90917
84 H 3.15739 -2.39309 -5.03141
85 H 4.36643 -2.03395 -6.23499
86 H 5.34533 -0.30211 -4.78396
87 H 4.05565 -0.48609 -3.66324
88 H 5.37577 -1.75746 -3.98382
89 C 0.48042 -5.71956 -0.34175
90 C 0.16025 -4.68490 0.83569
91 N -0.83097 -5.16391 1.75698
92 C -0.71834 -4.58661 3.07175
93 C -1.27227 -3.15057 3.17724
94 C -2.20825 -5.21913 1.28155
95 C -3.02613 -6.16526 2.24559
96 H 0.94398 -6.60708 0.08896
97 H 1.26457 -5.40682 -1.03124
98 H -0.37063 -6.00553 -0.95986
99 H 1.11428 -4.67084 1.36268
100 H -0.15126 -3.71737 0.44201
101 H -1.12422 -5.27250 3.81533
102 H 0.32771 -4.51378 3.36939
103 H -1.13968 -2.56886 2.26503
104 H -2.30682 -3.22393 3.51255
105 H -0.83016 -2.47904 3.91323
106 H -2.19620 -5.56120 0.24668
107 H -2.52516 -4.19073 1.45489
108 H -3.05417 -5.82787 3.28168
109 H -2.76362 -7.22242 2.20591
110 H -4.09803 -6.07149 2.07142
111 C -2.16663 2.87390 -6.40448
112 C -2.07292 2.46268 -4.92759
113 N -2.30550 3.56594 -3.92135
114 C -1.25738 4.64214 -4.03375
115 C 0.19655 4.24355 -3.65703
116 C -3.61458 4.14089 -3.93432
117 C -4.14206 4.45598 -2.54471
118 H -1.87873 2.07394 -7.08659
119 H -1.49458 3.71129 -6.59212
120 H -3.17450 3.22736 -6.62211
121 H -2.78646 1.67736 -4.67808
122 H -1.11777 1.96642 -4.75579
123 H -1.17734 5.16573 -4.98641
124 H -1.54431 5.49957 -3.42499
125 H 0.75625 5.15928 -3.46653
126 H 0.22520 3.61128 -2.76961
127 H 0.65685 3.53082 -4.34132
128 H -4.38576 3.55117 -4.42993
129 H -3.67488 5.12973 -4.38891
130 H -4.12837 3.53698 -1.95875
131 H -5.15535 4.85173 -2.61352
132 H -3.52008 5.21122 -2.06424
133 C -0.29175 -0.31991 -2.49330
134 C -0.39790 0.23768 -1.09979
135 N -1.61113 0.65713 -0.55472
136 C -2.57486 -0.37435 -0.17189
137 C -3.50540 -0.68889 -1.38587
138 C -1.53513 1.71063 0.49370
139 C -0.77000 1.18442 1.70970
140 H 0.68167 -0.20234 -2.96944
141 H -0.94729 0.17022 -3.21312
142 H -0.42379 -1.39838 -2.40637
143 H 0.07571 -0.44546 -0.39472
144 H 0.26417 1.10281 -1.06336
145 H -2.24694 -1.39712 0.01388
146 H -3.31918 -0.01427 0.53834
147 H -3.87304 -1.68139 -1.12533
148 H -4.36381 -0.01716 -1.38677
149 H -3.01813 -0.79649 -2.35494
150 H -2.51064 1.96325 0.90921
151 H -1.14288 2.60970 0.01840
152 H 0.27421 1.05581 1.42476
153 H -1.27733 0.34264 2.18100
154 H -0.77067 2.01813 2.41187

Löwdin atomic charge list, values in e, 4 entries: -0.100, -0.203, -0.167, -0.276